Below is the ion C5H15N2S with charge +1, with properties calculated with ωB97M-V with the def2-TZVPD basis set.

Summary:
- Structure (SMILES): CCNC[C@@H]([NH3+])CS

ORCA input file:
```
! RIJCOSX wB97M-V def2-TZVPD def2/J DEFGRID3
* xyz 1 1
C 1.289 -0.794 -2.747
C 1.332 0.740 -2.549
N 1.109 1.558 -1.319
C 0.744 0.862 0.067
C -0.830 0.737 0.267
N -1.327 -0.587 -0.421
C -1.158 0.381 1.742
S -0.517 -1.260 2.481
H 0.968 -1.033 -3.792
H 2.258 -1.238 -2.817
H 0.851 -1.296 -1.837
H 2.275 1.187 -2.825
H 0.520 1.150 -3.234
H 1.866 2.099 -1.048
H 1.361 0.050 0.429
H 1.112 1.618 0.832
H -1.296 1.656 -0.198
H -2.171 -0.983 -0.013
H -0.512 -1.328 -0.276
H -1.418 -0.515 -1.466
H -2.205 0.560 2.077
H -0.727 1.123 2.440
H -1.342 -1.238 3.542
*
```

=====

Below is the ion C5H15N2Si with charge +1, with properties calculated with ωB97M-V with the def2-TZVPD basis set.

Summary:
- Structure (SMILES): CC[Si](C)(C)C(N)=[NH2+]

ORCA input file:
```
! RIJCOSX wB97M-V def2-TZVPD def2/J DEFGRID3
* xyz 1 1
C 2.122 0.827 1.696
C 1.939 0.568 0.180
Si 0.199 -0.095 -0.427
C 0.305 -1.752 0.535
C 0.124 -0.505 -2.361
C -1.785 0.592 -0.018
N -2.168 1.792 -0.287
N -2.655 -0.320 0.429
H 1.484 0.261 2.345
H 3.223 0.644 1.861
H 2.051 1.968 1.817
H 2.492 -0.301 -0.172
H 2.132 1.436 -0.368
H -0.557 -2.388 0.333
H 1.169 -2.247 0.231
H 0.376 -1.657 1.789
H 1.057 -0.795 -2.659
H -0.489 -1.509 -2.616
H -0.251 0.207 -3.047
H -1.572 2.577 -0.317
H -3.128 2.054 -0.291
H -2.450 -1.272 0.576
H -3.620 -0.083 0.770
*
```

=====

Below is the molecule C5H15N3, with properties calculated with ωB97M-V with the def2-TZVPD basis set.

Summary:
- Structure (SMILES): CN[C@H](CN)CCN

ORCA input file:
```
! RIJCOSX wB97M-V def2-TZVPD def2/J DEFGRID3
* xyz 0 1
C 0.539 2.666 -0.678
N -0.456 1.698 -0.244
C -0.160 0.256 -0.117
C -1.551 -0.486 0.070
N -2.339 -0.247 -1.163
C 0.638 -0.175 1.162
C 1.707 -1.197 0.762
N 1.251 -2.644 0.691
H 1.074 3.026 0.205
H -0.025 3.480 -1.166
H 1.191 2.376 -1.487
H -1.399 1.897 -0.521
H 0.299 -0.126 -1.029
H -2.128 0.027 0.897
H -1.144 -1.485 0.378
H -3.325 -0.283 -1.011
H -2.043 -0.744 -1.944
H 1.169 0.695 1.565
H -0.010 -0.581 1.948
H 2.144 -1.085 -0.237
H 2.584 -1.204 1.346
H 0.292 -2.772 0.641
H 1.693 -3.092 -0.070
*
```

=====

Below is a structure of composition C5H15N3, with properties calculated with ωB97M-V with the def2-TZVPD basis set.

ORCA input file:
```
! RIJCOSX wB97M-V def2-TZVPD def2/J DEFGRID3
* xyz 0 1
N 2.885 -1.088 0.485
C 1.286 -0.650 0.907
C 0.680 0.174 -0.180
N -0.640 0.167 -0.462
C 1.681 -0.899 -2.186
C -0.988 0.998 0.711
C -2.607 0.918 0.985
N -3.522 0.764 -0.159
H 3.130 -1.741 1.177
H 0.455 -1.041 1.565
H 2.085 -0.091 1.384
H 1.577 -1.680 0.472
H 1.264 1.123 -0.402
H 1.466 -0.516 -1.062
H 1.490 -1.983 -2.352
H 0.929 -0.415 -2.791
H 2.760 -0.576 -2.300
H -0.484 0.580 1.740
H -0.749 2.158 0.762
H -2.926 1.814 1.477
H -2.868 0.138 1.741
H -3.209 0.135 -0.915
H -3.696 1.709 -0.598
*
```

=====

For each record above, in turn, the calculated HOMO level values are -0.4683; -0.5042; -0.3002; -0.2722 Ha.
For each record above, in turn, the calculated energy relative to the best compared isomer or geometry (same formula, charge and spin) values are 69.23; 0.00; 47.62; 268.13 kcal/mol.